The following is a DFT calculation (ωB97M-V/def2-TZVPD) of a single C27H29ClN6O2 molecule.

Last columns: bonded neighbours and bond lengths (Å).
Geometry (Å):
1 Cl 4.8750 3.7730 -0.6133  C32 1.728
2 O 3.6028 -3.3539 -1.3252  C17 1.212
3 O 4.9449 -1.7041 1.4793  C16 1.369, C24 1.411
4 N -0.6829 1.7845 -1.6195  C10 1.335, C19 1.322
5 N -1.6376 2.5496 0.3350  C10 1.366, C22 1.442, C33 1.448
6 N -2.7643 -1.7319 -0.6484  C15 1.373, C30 1.368, C31 1.434
7 N -3.8453 1.2071 0.4018  C13 1.443, C25 1.447, C26 1.445
8 N 2.5479 -2.4760 0.5123  C17 1.349, C35 1.405, H61 1.013
9 N -2.1166 -1.3896 1.4581  C30 1.305, C34 1.370
10 C -0.6214 1.8827 -0.2895  N4 1.335, N5 1.366, C20 1.407
11 C 1.4395 0.6914 -1.6412  C19 1.381, C27 1.390, H50 1.078
12 C 0.8076 -2.5322 -1.2040  C18 1.378, C35 1.401, H42 1.076
13 C -4.9548 0.2851 0.4008  N7 1.443, C14 1.541, H49 1.104, H53 1.092
14 C -4.5160 -1.0522 1.0274  C13 1.541, C30 1.489, H48 1.089, H52 1.093
15 C -1.4112 -1.9605 -0.6216  N6 1.373, C18 1.384, C34 1.414
16 C 4.9578 -0.4592 0.9110  O3 1.369, C21 1.395, C29 1.391
17 C 3.6090 -2.9175 -0.1947  O2 1.212, N8 1.349, C24 1.540
18 C -0.5025 -2.3493 -1.5910  C12 1.378, C15 1.384, H60 1.079
19 C 0.3172 1.2042 -2.2606  N4 1.322, C11 1.381, H51 1.084
20 C 0.4891 1.4072 0.4309  C10 1.407, C27 1.375, H58 1.078
21 C 4.9073 0.6122 1.8037  C16 1.395, C36 1.379, H57 1.079
22 C -2.6813 3.1517 -0.4573  N5 1.442, C25 1.538, H44 1.095, H46 1.089
23 C 0.3048 -1.9222 1.0961  C34 1.387, C35 1.387, H47 1.079
24 C 4.9116 -2.8244 0.6224  O3 1.411, C17 1.540, H39 1.094, H56 1.096
25 C -3.8477 2.1728 -0.6760  N7 1.447, C22 1.538, H43 1.093, H64 1.106
26 C -3.5542 1.8354 1.6706  N7 1.445, C33 1.539, H40 1.105, H45 1.089
27 C 1.5187 0.8114 -0.2582  C11 1.390, C20 1.375, H54 1.080
28 C 4.9870 1.0961 -0.9202  C29 1.385, C32 1.383, H59 1.078
29 C 5.0015 -0.2086 -0.4562  C16 1.391, C28 1.385, H55 1.078
30 C -3.1217 -1.3890 0.6264  N6 1.368, N9 1.305, C14 1.489
31 C -3.5888 -1.8253 -1.8173  N6 1.434, H37 1.091, H38 1.089, H65 1.093
32 C 4.9224 2.1489 -0.0254  Cl1 1.728, C28 1.383, C36 1.387
33 C -2.0584 2.1963 1.6749  N5 1.448, C26 1.539, H41 1.098, H62 1.090
34 C -1.0187 -1.7460 0.7196  N9 1.370, C15 1.414, C23 1.387
35 C 1.2075 -2.3197 0.1215  N8 1.405, C12 1.401, C23 1.387
36 C 4.8874 1.9111 1.3408  C21 1.379, C32 1.387, H63 1.078
37 H -3.2208 -2.6323 -2.4522  C31 1.091
38 H -4.6178 -2.0437 -1.5354  C31 1.089
39 H 4.9773 -3.6952 1.2822  C24 1.094
40 H -4.1799 2.7309 1.8358  C26 1.105
41 H -1.8692 3.0286 2.3657  C33 1.098
42 H 1.5443 -2.8421 -1.9250  C12 1.076
43 H -3.7043 1.6312 -1.6147  C25 1.093
44 H -3.0275 4.0414 0.0790  C22 1.095
45 H -3.7489 1.1309 2.4777  C26 1.089
46 H -2.2551 3.4521 -1.4130  C22 1.089
47 H 0.6138 -1.7533 2.1162  C23 1.079
48 H -4.5247 -0.9867 2.1146  C14 1.089
49 H -5.8368 0.6748 0.9387  C13 1.104
50 H 2.2277 0.2228 -2.2071  C11 1.078
51 H 0.1995 1.1548 -3.3366  C19 1.084
52 H -5.2068 -1.8443 0.7281  C14 1.093
53 H -5.2487 0.1242 -0.6387  C13 1.092
54 H 2.3908 0.4580 0.2719  C27 1.080
55 H 5.0324 -1.0125 -1.1734  C29 1.078
56 H 5.7661 -2.8431 -0.0629  C24 1.096
57 H 4.8792 0.4018 2.8612  C21 1.079
58 H 0.5495 1.5347 1.4994  C20 1.078
59 H 5.0159 1.2897 -1.9806  C28 1.078
60 H -0.7957 -2.5043 -2.6179  C18 1.079
61 H 2.7428 -2.1776 1.4607  N8 1.013
62 H -1.4991 1.3207 2.0043  C33 1.090
63 H 4.8395 2.7363 2.0331  C36 1.078
64 H -4.7982 2.7357 -0.7369  C25 1.106
65 H -3.5611 -0.8927 -2.3874  C31 1.093

Results
E_HOMO (eV): -7.49
Energy (eV): -54028.996
LUMO level (eV): 0.7
SMILES string: Cn1c(CCN2CCN(c3ccccn3)CC2)nc2cc(NC(=O)COc3ccc(Cl)cc3)ccc21
Orbital gap (eV): 8.189
Relative energy (zero: lowest compared OMol25 entry of this formula, charge and spin) (kJ/mol): 0.0

Here are the Löwdin charges for atoms 1 to 2, given in e: atom 1 (Cl): 0.67, atom 2 (O): 0.07